Entry 1:
Molecular formula: C9H11BrSi
Method: DFT, wB97M-V/def2-TZVPD

CARTESIAN COORDINATES (ANGSTROEM)
1 C 3.621 1.104 -0.227
2 C 2.842 1.751 0.685
3 C 3.092 0.151 -1.079
4 C 1.504 1.373 0.830
5 C 1.751 -0.011 -1.148
6 C 0.929 0.657 -0.245
7 C -0.551 0.428 -0.214
8 C -1.125 -0.749 -0.504
9 C -3.499 -1.740 1.330
10 Si -3.033 -0.986 -0.404
11 Br -3.959 1.034 -0.460
12 H 4.736 1.241 -0.262
13 H 3.302 2.531 1.297
14 H 3.683 -0.279 -1.800
15 H 0.870 1.873 1.591
16 H 1.400 -0.651 -1.902
17 H -0.946 1.296 0.178
18 H -0.690 -1.778 -0.931
19 H -4.282 -1.240 1.835
20 H -3.625 -2.761 1.246
21 H -2.534 -1.564 1.823
22 H -3.484 -1.678 -1.640

Summary:
energy relative to the best compared isomer or geometry (same formula, charge and spin) = 0.0 kcal/mol
net charge = 0
HOMO level = -8.85 eV
LUMO = 0.48 eV
SMILES = C[Si@@H](Br)/C=C/c1ccccc1

=====

Entry 2:
Molecular formula: C9H11CoF5N3OS2SbSe4
Method: DFT, wB97M-V/def2-TZVPD

CARTESIAN COORDINATES (ANGSTROEM)
1 Co 0.096 0.167 0.717
2 N 0.739 -0.410 2.532
3 N -0.036 -1.387 3.189
4 C -0.914 -2.106 2.472
5 N -1.492 -3.147 3.060
6 S -1.288 -1.678 0.873
7 H 1.693 -0.809 2.395
8 H 0.798 0.424 3.116
9 H 0.337 -1.737 4.061
10 H -1.280 -3.427 4.004
11 H -2.163 -3.693 2.545
12 C -2.967 1.521 1.178
13 S -1.334 1.912 1.828
14 C -0.960 3.367 0.833
15 H -3.621 2.376 1.332
16 H -3.356 0.670 1.731
17 H -2.898 1.280 0.119
18 H -1.019 3.116 -0.224
19 H 0.050 3.693 1.077
20 H -1.661 4.160 1.086
21 Se 5.879 0.895 1.122
22 Sb 3.840 -0.315 0.366
23 Se 3.471 -2.215 1.779
24 Se 4.309 -0.818 -2.023
25 Se 2.071 1.456 0.618
26 F 0.858 -1.194 -5.777
27 C 0.510 -0.749 -4.577
28 C -0.380 0.310 -4.454
29 F -0.885 0.875 -5.541
30 C -0.736 0.780 -3.202
31 F -1.583 1.802 -3.101
32 C -0.214 0.207 -2.041
33 O -0.571 0.703 -0.852
34 C 0.658 -0.860 -2.194
35 F 1.145 -1.468 -1.083
36 C 1.028 -1.340 -3.436
37 F 1.877 -2.361 -3.529

Summary:
energy relative to the best compared isomer or geometry (same formula, charge and spin) = 0.0 kcal/mol
net charge = +1
HOMO level (spin up / spin down) = -11.57 / -11.47 eV
multiplicity = 5
LUMO (spin up / spin down) = -5.46 / -5.69 eV

=====

Entry 3:
Molecular formula: C9H11FN2
Method: DFT, wB97M-V/def2-TZVPD

CARTESIAN COORDINATES (ANGSTROEM)
1 C -1.511 -0.892 -0.112
2 C -0.710 0.438 -0.370
3 C -1.178 1.588 -0.722
4 C 0.676 0.230 -0.318
5 C 1.424 1.189 0.148
6 C 2.794 1.006 0.469
7 C 3.389 -0.285 0.372
8 C 2.604 -1.328 -0.257
9 C 1.354 -1.027 -0.642
10 H -3.125 0.644 1.277
11 H -3.405 -0.860 2.043
12 H -3.628 -0.565 -0.777
13 H -1.009 -1.111 0.857
14 H -1.223 -1.618 -0.831
15 H -0.654 2.559 -0.805
16 H -2.176 1.865 -0.754
17 H 0.967 2.215 0.154
18 H 3.297 1.801 0.837
19 H 2.952 -2.232 -0.720
20 H 1.011 -1.868 -1.386
21 N -3.582 -0.319 1.069
22 N -2.977 -0.970 -0.017
23 F 4.709 -0.460 0.483

Summary:
energy relative to the best compared isomer or geometry (same formula, charge and spin) = 51.5 kcal/mol
net charge = 0
HOMO level = -8.64 eV
LUMO = 0.58 eV
SMILES = C=C(CNN)c1ccc(F)cc1

=====

Entry 4:
Molecular formula: C9H11HfNO2
Method: DFT, wB97M-V/def2-TZVPD

CARTESIAN COORDINATES (ANGSTROEM)
1 C 1.982 1.053 0.285
2 C 2.072 -0.367 0.525
3 C 1.447 -0.657 1.786
4 C 0.961 0.578 2.330
5 C 1.293 1.632 1.408
6 Hf -0.428 0.315 0.214
7 C -0.003 -1.414 -1.763
8 C -0.154 -0.537 -2.853
9 C -0.474 0.538 -3.699
10 N -1.312 2.272 0.308
11 H 1.500 -1.604 2.326
12 H 2.658 -1.067 -0.064
13 H 0.593 0.698 3.348
14 H 1.131 2.692 1.564
15 H 2.479 1.601 -0.521
16 H 0.972 -1.883 -1.359
17 H -1.417 2.406 -1.001
18 H -0.782 -2.182 -1.413
19 H -0.377 0.302 -4.786
20 H -0.823 1.586 -3.433
21 O -3.262 -1.391 2.861
22 C -2.858 -1.501 1.750
23 O -1.802 -0.894 1.155
24 H -3.397 -2.177 1.032

Summary:
energy relative to the best compared isomer or geometry (same formula, charge and spin) = 43.9 kcal/mol
net charge = 0
HOMO level = -7.04 eV
LUMO = -1.26 eV

=====

Entry 5:
Molecular formula: C9H11I2O7PtS2Se3Te
Method: DFT, wB97M-V/def2-TZVPD

CARTESIAN COORDINATES (ANGSTROEM)
1 Pt 2.523 1.367 -0.659
2 Se 1.854 2.284 -2.967
3 Se 3.279 1.553 -4.554
4 Te 4.789 -0.275 -3.794
5 Se 4.812 1.024 -0.962
6 O -0.993 1.290 -2.016
7 S -1.413 1.866 -0.782
8 O -2.363 2.922 -0.854
9 O -0.076 2.460 -0.061
10 C -2.030 0.586 0.257
11 C -3.257 0.787 0.862
12 C -3.753 -0.170 1.727
13 C -3.006 -1.309 1.981
14 C -1.781 -1.517 1.376
15 C -1.264 -0.562 0.502
16 S -0.202 2.729 1.577
17 O -0.261 1.437 2.185
18 O -1.373 3.516 1.737
19 O 1.024 3.468 1.902
20 H -3.785 1.705 0.645
21 H -4.698 -0.020 2.229
22 H -3.381 -2.044 2.681
23 H -1.203 -2.400 1.606
24 I 2.331 1.871 2.044
25 I 4.613 0.186 2.486
26 C 0.502 -1.906 -2.045
27 C 0.355 -1.990 -0.534
28 C 1.651 -2.389 0.141
29 O -0.050 -0.671 -0.064
30 H 0.640 -2.907 -2.453
31 H 1.371 -1.297 -2.299
32 H -0.380 -1.449 -2.492
33 H -0.445 -2.697 -0.296
34 H 2.407 -1.621 -0.041
35 H 2.023 -3.320 -0.282
36 H 1.541 -2.509 1.217

Summary:
energy relative to the best compared isomer or geometry (same formula, charge and spin) = 51.4 kcal/mol
net charge = -1
HOMO level (spin up / spin down) = -4.23 / -4.98 eV
multiplicity = 5
LUMO (spin up / spin down) = 2.13 / 0.61 eV

=====

Entry 6:
Molecular formula: C9H11N
Method: DFT, wB97M-V/def2-TZVPD

CARTESIAN COORDINATES (ANGSTROEM)
1 C -2.626 1.263 -0.038
2 C -2.901 -0.074 -0.003
3 C -1.246 1.415 -0.060
4 C -1.654 -0.761 0.099
5 C -1.415 -2.063 0.385
6 C 1.534 -0.013 1.251
7 C 0.723 -0.023 0.029
8 C 1.038 -1.129 -0.981
9 C 1.722 1.069 0.185
10 N -0.701 0.250 0.079
11 H -3.445 2.105 0.066
12 H -3.807 -0.533 0.071
13 H -0.732 2.422 0.139
14 H -2.334 -2.713 0.231
15 H 2.262 -0.777 1.389
16 H 1.466 -2.030 -0.397
17 H 1.771 -0.731 -1.760
18 H 0.004 -1.512 -1.489
19 H 1.127 0.397 2.228
20 H 1.479 2.035 0.530
21 H 2.530 1.167 -0.418

Summary:
energy relative to the best compared isomer or geometry (same formula, charge and spin) = 96.1 kcal/mol
net charge = 0
HOMO level = -7.54 eV
LUMO = -0.21 eV